Record 1
Computed, not measured: C26H78BrMnNO16 as an isolated structure in a non-equilibrium geometry, with ωB97M-V with the def2-TZVPD basis set.

Structure (XYZ):
```
123
Properties=species:S:1:pos:R:3:forces:R:3
Mn 1.43143 -1.38296 2.57393 -0.905 -0.748 0.247
Br -0.16046 -3.37573 2.28105 0.396 0.186 0.187
N -0.09262 -0.01349 0.16563 -0.832 2.513 -3.102
O -0.05035 -0.20422 -1.05118 0.025 -1.014 -0.093
O -0.98205 0.72620 0.60698 -1.074 -0.215 1.316
O 0.85141 -0.32114 0.86481 2.020 -1.095 1.669
C 2.55635 2.41724 2.00863 -0.064 1.526 -1.012
C 3.36153 1.18113 2.10770 -1.070 0.888 0.429
O 2.62919 0.38996 3.04214 0.631 -1.807 0.337
H 3.16591 2.98822 1.30826 -0.618 0.912 -0.124
H 2.34176 2.98637 2.91314 0.781 -0.025 0.379
H 1.54731 2.25400 1.63008 0.195 -0.323 -0.563
H 4.37677 1.41584 2.42754 0.077 -0.478 0.099
H 3.34793 0.76068 1.10214 0.175 -0.746 0.414
H 2.65004 0.78813 3.91543 0.090 0.102 0.023
C -2.31432 5.44044 -4.48049 -0.228 0.261 -0.556
C -2.28953 5.13942 -2.99797 -1.072 1.880 -0.037
O -1.57283 4.04212 -2.66960 0.974 -1.662 -0.215
H -2.93245 6.31929 -4.66391 -0.140 0.073 0.109
H -2.74623 4.64213 -5.08402 -0.149 -0.265 0.300
H -1.36880 5.66047 -4.97615 0.372 -0.065 0.537
H -3.30546 5.07896 -2.60766 -0.738 -0.384 -0.391
H -1.95117 5.98224 -2.39525 0.581 0.722 -0.352
H -1.58901 3.98255 -1.71159 0.338 -0.624 0.432
C -5.72871 -3.09159 0.98260 -1.429 0.711 -0.187
C -4.28793 -3.24622 0.55192 -1.760 0.277 -0.967
O -3.42309 -3.41362 1.59490 0.728 -0.590 0.495
H -6.33396 -3.19713 0.08225 -0.268 -0.342 -0.081
H -6.09263 -2.13555 1.35898 0.661 0.478 0.234
H -6.08367 -3.79730 1.73365 0.384 -0.443 -0.187
H -3.99208 -2.41251 -0.08487 0.011 0.423 -0.105
H -4.39489 -4.06466 -0.15999 1.099 -0.687 0.351
H -3.22524 -2.51668 1.87410 0.426 0.213 0.487
C -2.69478 3.42374 2.05800 -0.008 -0.026 -1.322
C -2.73381 3.60265 0.54426 -0.836 0.180 0.016
O -1.45778 3.35781 -0.03212 -0.709 1.183 0.141
H -3.66739 3.69776 2.46671 0.165 -0.041 0.319
H -1.88574 4.08064 2.37743 -0.131 -0.165 0.553
H -2.46582 2.37046 2.22012 0.096 0.107 0.537
H -3.15142 4.58073 0.30537 1.051 0.699 -0.060
H -3.53430 3.04753 0.05521 0.154 -1.089 0.083
H -1.21457 2.46127 0.21008 0.191 -0.681 -0.149
C 6.40363 1.21260 -2.07624 2.005 2.455 -2.495
C 5.33729 0.82464 -1.20735 -0.684 -1.352 0.942
O 5.88068 0.02321 -0.15041 -0.877 -0.627 0.965
H 7.16420 1.84603 -1.61974 0.510 -0.597 0.719
H 6.12061 1.98112 -2.79553 -0.810 -0.218 -0.426
H 6.83925 0.41913 -2.68349 0.130 -0.161 0.405
H 4.70126 0.16093 -1.79305 -0.478 -0.030 0.261
H 4.72770 1.64699 -0.83286 0.138 0.040 0.122
H 6.82532 0.11931 -0.00891 -0.043 0.448 -0.449
C 2.03863 0.25508 -6.02700 -0.891 -1.514 -1.023
C 1.38100 -0.48438 -4.85917 1.579 -1.499 -1.679
O 1.30402 0.42256 -3.87414 -0.875 2.127 2.639
H 1.34387 0.98573 -6.44120 0.391 0.767 0.620
H 2.10119 -0.39421 -6.90028 0.287 -0.537 0.040
H 3.06223 0.55787 -5.80641 -0.381 0.515 0.166
H 2.02489 -1.28055 -4.48553 0.463 -0.533 -0.454
H 0.44775 -1.00389 -5.07655 -0.434 0.403 -0.448
H 0.92071 0.01074 -3.09628 -0.288 0.043 0.377
C -2.44490 0.38958 -3.75728 -0.823 0.721 0.622
C -3.81530 0.12963 -3.10258 1.789 -0.534 1.255
O -4.75700 -0.07362 -4.07187 -1.909 0.221 -1.244
H -1.71387 0.70142 -3.01132 0.282 -0.468 -0.102
H -2.56540 1.24633 -4.42026 -0.048 0.075 -0.064
H -2.15799 -0.44907 -4.39166 0.296 -0.171 0.309
H -4.10169 0.88165 -2.36736 -0.208 0.815 -0.722
H -3.84306 -0.72509 -2.42673 0.706 -0.628 0.021
H -4.52312 -0.87001 -4.55422 -0.030 -0.004 -0.038
C 3.47475 -4.30279 4.64322 -0.529 -0.102 0.182
C 3.47972 -2.77150 4.82498 1.325 -2.149 -0.139
O 2.21710 -2.24635 4.52037 0.233 0.516 0.537
H 2.85129 -4.74380 5.42098 -0.046 0.089 0.409
H 4.46321 -4.73321 4.80381 0.042 0.044 -0.328
H 2.96781 -4.67178 3.75161 0.511 0.312 -0.491
H 4.26681 -2.32078 4.22047 -0.324 0.307 -0.139
H 3.78792 -2.70639 5.86847 -0.281 0.984 0.225
H 1.61792 -2.86889 4.93875 -0.803 0.077 -0.222
C 3.29955 -4.09619 -0.22940 -0.176 0.616 1.120
C 2.92331 -2.64132 0.25477 -0.229 -0.352 -2.807
O 3.08886 -2.29702 1.61019 0.577 -0.933 0.492
H 2.62046 -4.84167 0.18436 -0.038 0.135 0.297
H 4.30843 -4.38806 0.06230 0.150 0.161 0.093
H 3.23477 -4.24643 -1.30706 -0.049 0.630 -0.055
H 1.89781 -2.41621 -0.03810 -0.130 -0.290 0.396
H 3.48208 -1.87341 -0.28021 0.381 -0.270 -0.442
H 4.02657 -2.42146 1.77392 0.130 0.236 0.501
C -0.66707 1.12781 5.54595 -0.500 -0.175 -1.113
C -0.36576 0.77129 4.06579 -1.836 0.922 0.729
O -0.07634 -0.60663 3.92644 1.213 0.278 0.393
H -1.43897 0.45519 5.91992 0.367 -0.495 0.238
H -1.20505 2.07323 5.61555 0.553 0.425 -0.100
H 0.24631 1.11004 6.14053 -0.251 0.008 0.183
H 0.36032 1.47196 3.65352 0.473 -0.725 -0.106
H -1.25037 0.87143 3.43687 -0.191 0.683 0.173
H -0.89800 -1.06883 4.10769 -0.132 -0.525 -0.361
C 1.26199 3.55906 -3.75194 -0.670 -0.745 0.652
C 1.60584 3.41626 -2.24285 1.389 1.108 -1.149
O 2.70621 2.48345 -2.18390 -0.797 -0.311 1.300
H 0.95067 4.55975 -4.05159 -0.049 -0.191 -0.037
H 0.49658 2.80844 -3.94896 -0.681 0.539 0.030
H 2.01610 3.12009 -4.40518 0.769 0.741 0.343
H 0.73335 3.31598 -1.59725 -0.153 -1.330 -0.183
H 2.02586 4.29143 -1.74709 0.290 0.574 -0.696
H 2.31681 1.60940 -2.26140 0.104 -0.272 -0.309
C -4.78152 -0.71837 4.01433 0.046 1.495 -0.074
C -4.33850 0.02654 2.71455 -0.304 -0.491 1.801
O -3.13028 -0.61583 2.34261 -0.244 0.300 -0.836
H -3.92348 -0.79343 4.68233 0.423 -0.400 -0.369
H -5.23721 -1.69966 3.88201 0.099 0.180 -0.251
H -5.40082 -0.07669 4.64108 -0.686 -0.051 -0.345
H -4.09907 1.07933 2.86429 -0.075 0.155 0.786
H -5.07945 0.10320 1.91880 -0.219 -0.857 -0.139
H -2.89055 -0.08250 1.58124 1.125 -0.352 -0.541
C 0.03597 -4.30459 -1.49625 -0.808 0.570 -0.324
C -1.41229 -4.21666 -0.98864 0.956 1.056 -0.005
O -1.76706 -5.29692 -0.19934 -0.329 -0.924 0.494
H 0.11712 -5.16067 -2.16607 0.367 -0.188 0.091
H 0.78122 -4.29409 -0.70089 -0.382 -0.396 0.057
H 0.22268 -3.41131 -2.09232 0.083 0.100 -0.209
H -2.11461 -4.07433 -1.80998 -0.025 -0.095 -0.405
H -1.50511 -3.32789 -0.36449 -0.028 -0.038 0.145
H -1.54225 -6.09702 -0.67987 -0.028 -0.163 0.004
```
Positions in Å, forces in eV/Å.

The HOMO energy (spin up / spin down) is -8.26 / -8.47 eV. The energy relative to the best compared isomer or geometry (same formula, charge and spin) comes out at 30.4 kcal per mole. Its frontier orbital gap (spin up / spin down) is 0.2993 / 0.3069 hartree. Its spin multiplicity is 6.

Record 2
Computed, not measured: an isolated ion of composition C10H14N3O and charge +1 in a non-equilibrium geometry, with ωB97M-V with the def2-TZVPD basis set.

Structure (XYZ):
```
28
Properties=species:S:1:pos:R:3:forces:R:3
C -0.10353 0.38269 -2.37289 -1.029 -0.366 5.032
C 0.81472 -0.06114 -1.38702 -1.412 0.939 -0.161
C -1.24419 0.77805 -1.63123 0.084 0.002 -1.635
C 1.36954 -1.21413 1.70248 -1.367 0.378 2.473
C -0.75353 0.27741 1.95939 0.375 0.958 -3.186
C 0.48431 -0.37187 1.14007 -1.069 -0.586 2.321
C -1.84421 0.64979 0.83084 2.612 -1.296 2.314
C 2.25078 -0.20496 -1.56928 0.751 -2.204 0.341
C -2.48550 1.42347 -2.13350 -0.885 2.052 0.441
C 2.60461 -1.91042 1.23801 0.111 0.212 -0.577
N -3.04808 0.92184 0.91670 -0.351 1.301 -0.780
N 0.25437 0.08104 -0.15450 -0.531 -0.240 -1.720
N -1.04031 0.54706 -0.32275 -0.047 -0.038 -1.651
O -1.34630 -0.54572 2.89323 0.802 1.066 0.119
H -0.00578 0.28583 -3.38358 0.324 0.226 -2.408
H 1.06624 -1.39125 2.79628 0.568 0.365 -1.592
H -0.36824 1.33956 2.12335 -0.478 -1.293 1.371
H 2.64017 -1.22127 -1.86989 -0.823 0.931 -0.085
H 2.45180 0.49591 -2.35312 1.044 0.480 -0.042
H 2.69275 -0.09256 -0.58186 0.575 0.863 -0.388
H -3.35908 0.77436 -1.98720 0.275 -0.089 -0.433
H -2.78735 2.30284 -1.39676 0.862 -1.488 -1.701
H -2.37656 1.79671 -3.22265 -0.220 -0.729 1.978
H 2.78776 -2.94423 1.62328 -0.436 1.071 -0.066
H 2.41506 -1.95707 0.17745 0.746 -0.600 -0.497
H 3.50955 -1.27398 1.40676 -0.671 -0.590 -0.018
H -3.40264 1.25559 1.82667 0.359 -1.100 -0.325
H -1.17637 -0.12356 3.73172 -0.167 -0.224 0.875
```
Positions in Å, forces in eV/Å.

The HOMO energy is -12.78 eV. The energy relative to the best compared isomer or geometry (same formula, charge and spin) comes out at 66.3 kcal per mole. Its frontier orbital gap is 0.3234 hartree. The SMILES is [H]/N=C1\[C@@H](O)/C(=C/C)n2c(C)cc(C)[n+]21. Its total charge is +1.